Entry 1:
A structure of composition C33H34BF6MnN12OS at a distorted geometry. Source: the OMol25 dataset; level of theory: ωB97M-V with the def2-TZVPD basis set.

```
89
Properties=species:S:1:pos:R:3:forces:R:3:lowdin_spin:R:1
Mn 0.38968 0.51472 0.47006 1.222 0.189 0.201 4.171
C 2.11528 0.17063 4.80443 0.210 -1.296 1.321 0.000
C 1.82940 -0.93247 3.84925 -0.630 -0.245 -0.380 0.003
C 1.62582 -2.32245 4.12852 0.261 0.189 -0.866 0.002
C 1.58715 -2.89812 2.86242 0.187 -0.286 -0.115 0.001
N 1.75910 -1.92618 1.90210 -0.566 0.101 1.270 0.003
N 1.78335 -0.69039 2.54855 0.787 -0.588 -1.045 0.029
B 2.23613 -2.10709 0.41568 -0.478 -0.690 0.546 0.002
N 3.04924 -0.82771 -0.04330 0.201 0.597 -1.280 -0.001
C 4.28099 -0.82992 -0.62545 -0.336 0.283 -0.037 0.005
C 4.69107 0.46868 -0.91465 -1.991 0.048 0.700 0.001
C 3.55960 1.27494 -0.58507 -0.318 -0.745 0.109 0.004
C 3.38231 2.78238 -0.79204 -0.067 -0.711 -0.194 0.000
N 2.57693 0.47497 -0.08015 -0.241 -0.017 0.182 -0.014
N 0.86660 -2.30032 -0.47713 0.711 -0.939 -0.213 0.004
C 0.37197 -3.42762 -1.08925 -0.117 1.130 0.107 0.000
C -0.48863 -3.03164 -2.08961 0.506 1.652 0.245 -0.002
C -0.42221 -1.59791 -2.10425 -0.512 -1.483 -0.187 -0.001
C -0.85926 -0.70976 -3.24285 -0.879 0.294 1.434 0.000
N 0.31453 -1.18376 -1.06509 0.867 0.109 0.578 -0.034
N 3.16305 -3.40518 0.37411 0.544 0.683 0.913 0.000
C 4.39486 -3.56670 1.00954 -0.477 -0.836 -0.470 0.000
C 4.61707 -4.91258 1.26894 -1.372 -0.188 -0.848 0.000
C 3.36356 -5.53896 0.86321 0.127 1.407 -1.084 0.000
C 2.92575 -7.00011 0.85349 0.170 1.696 0.742 0.000
N 2.55535 -4.61186 0.29709 0.465 -1.310 1.137 0.000
H 3.02198 -0.15656 5.38338 -0.667 0.633 -0.511 0.000
H 1.29987 0.17075 5.53115 0.057 0.407 0.152 0.000
H 2.25224 1.14487 4.36639 0.093 0.049 -0.208 0.000
H 1.57420 -2.83870 5.10037 0.055 0.453 -0.773 0.000
H 1.45869 -3.96754 2.59820 0.298 0.997 0.061 0.000
H 4.68514 -1.78118 -0.92771 0.433 0.027 0.400 0.000
H 5.61338 0.87544 -1.26454 0.352 -0.268 -0.338 0.000
H 4.21857 3.33220 -0.35029 -0.301 -0.145 0.412 0.000
H 2.41164 3.08030 -0.35763 0.743 0.112 -0.248 0.000
H 3.46147 3.08032 -1.85997 -0.375 -0.535 0.437 0.000
H 0.65704 -4.44233 -0.85041 0.240 0.466 0.349 0.000
H -1.03952 -3.67832 -2.74194 -0.017 -0.004 -0.298 0.000
H -0.99366 -1.28118 -4.14515 0.125 -0.289 -0.245 0.000
H -0.06667 0.01548 -3.37173 -0.097 0.410 -0.291 0.000
H -1.83856 -0.22134 -3.03496 0.659 -0.020 -0.138 0.000
H 5.05380 -2.75180 1.21889 0.081 0.405 -0.057 0.000
H 5.56414 -5.43644 1.49574 -0.889 0.639 0.284 0.000
H 3.58360 -7.53400 1.52607 -0.049 -0.428 0.012 0.000
H 3.00389 -7.35233 -0.14993 0.078 -0.587 -0.641 0.000
H 1.88176 -7.06637 1.18497 0.321 -0.105 -0.045 0.000
S -1.65676 -0.58043 1.60020 0.364 0.348 -0.801 -0.043
C -2.83069 -0.05967 0.46031 0.762 -1.162 1.994 0.040
N -4.03507 -0.65638 0.36353 1.424 1.869 -0.883 0.126
N -4.78849 0.19517 -0.39068 -0.959 -2.356 0.150 0.387
C -5.48029 -0.26158 -1.48224 -1.162 -0.644 1.594 0.024
C -5.94163 0.66130 -2.40381 0.328 0.956 -1.515 0.109
C -6.23815 0.19073 -3.68870 -0.505 0.113 0.246 -0.009
C -6.42603 -1.15996 -3.89989 0.998 -0.232 1.737 0.122
C -6.25668 -2.05753 -2.82960 -0.314 0.411 0.595 -0.009
C -5.81797 -1.64762 -1.58673 1.128 0.586 -0.877 0.084
N -2.61730 1.07697 -0.31771 3.496 1.249 -1.307 0.023
N -1.38023 1.44237 -0.60458 -4.149 -2.124 0.402 0.038
C -1.32736 2.47954 -1.51130 -1.167 0.810 -0.140 0.005
C -0.08852 2.98554 -1.81773 1.286 -0.302 0.296 0.003
C 0.01111 4.19675 -2.45484 -0.227 1.224 -0.644 0.000
C -1.13511 4.84211 -2.97849 1.121 -0.881 0.621 0.000
C -2.37653 4.24247 -2.77693 -1.012 0.596 -0.952 0.000
C -2.49228 3.11591 -2.01382 0.090 -1.045 0.830 0.001
H -4.76422 1.13206 -0.07438 -0.201 1.312 -0.382 0.005
H -5.93866 1.74658 -2.20675 0.319 -0.655 -0.063 0.004
H -6.35052 0.83323 -4.54863 -0.170 0.429 0.239 -0.003
H -6.58923 -1.56846 -4.84974 -0.484 -0.270 -1.277 0.007
H -6.50464 -3.08280 -2.95233 -0.089 -0.742 -0.247 -0.003
H -5.57874 -2.34183 -0.77793 -0.166 0.315 -0.304 0.003
H 0.81193 2.43475 -1.50597 -0.465 0.482 -0.058 0.002
H 0.97627 4.70112 -2.48806 -0.164 -0.267 -0.353 0.000
H -1.02357 5.76775 -3.53375 -0.112 -0.109 0.129 0.000
H -3.27273 4.66500 -3.27168 0.614 -0.169 0.580 0.000
H -3.43643 2.64918 -1.70894 0.300 0.534 -0.559 0.000
C -0.47714 2.39009 3.36497 0.888 0.289 -1.301 -0.007
C 0.18515 3.17814 2.13625 -0.470 0.261 1.339 0.000
O 0.56599 2.39617 1.08667 -0.275 -1.612 -0.441 -0.079
C -0.91183 4.20114 1.60906 0.386 1.693 0.671 0.000
F -1.98971 3.52183 1.13788 0.646 0.737 0.588 0.001
F -0.41516 4.95088 0.57337 -0.625 -0.770 1.025 0.000
F -1.34855 5.13441 2.58898 0.628 -2.222 -1.973 0.000
C 1.52079 3.98049 2.61185 -0.390 0.507 1.513 -0.003
F 2.21872 3.22919 3.53512 -0.858 0.767 -1.186 0.000
F 2.34611 4.23425 1.59623 -0.489 -0.050 0.444 -0.001
F 1.25386 5.19917 3.24531 0.197 -1.980 -1.065 -0.002
H -1.47509 2.03430 3.08703 0.136 0.401 0.005 0.001
H -0.50370 3.06804 4.20936 -0.141 -0.098 0.269 0.000
H 0.10742 1.48275 3.57959 0.064 0.541 -0.022 0.000
```
Forces are in eV/Å.

The multiplicity is 6. The value obtained for the maximum force is 4.68 eV/Å. Its LUMO energy (spin up / spin down) is -6.09 / -5.79 eV. The calculation puts the highest occupied orbital energy (spin up / spin down) at -10.64 / -10.64 eV. The net charge is +1.


Entry 2:
A structure of composition C32H27F4N4PbS2Te. Source: the OMol25 dataset; level of theory: ωB97M-V with the def2-TZVPD basis set.

```
71
Properties=species:S:1:pos:R:3:forces:R:3:mulliken_charge:R:1
Pb -0.43049 1.07478 -1.99977 0.157 -0.070 -0.143 0.617
C -3.19564 -0.28371 -3.57197 -0.055 -0.029 -0.009 -1.012
C -3.52530 1.16378 -3.23748 0.092 -0.023 0.143 -0.528
N -2.81538 1.74861 -2.06870 -0.017 0.081 0.088 0.724
C -2.99139 3.22761 -2.08968 -0.029 -0.133 -0.100 -0.580
C -2.13565 3.94383 -3.12008 0.047 0.067 -0.052 -1.177
C -3.32342 1.25190 -0.76877 -0.106 0.096 -0.175 -1.569
C -2.89503 -0.14961 -0.37080 0.139 -0.018 -0.070 -0.743
N -1.50650 -0.43618 -0.74225 0.114 -0.533 0.225 0.383
C -1.03285 -1.71274 -0.46367 -0.233 0.499 0.010 0.365
C 0.16836 -2.17668 -1.01955 -0.041 0.146 -0.167 -0.057
F 0.82594 -1.36557 -1.88773 0.060 0.146 -0.094 -0.485
C 0.70533 -3.41969 -0.79543 0.144 -0.046 -0.015 0.334
F 1.85610 -3.72683 -1.40873 -0.025 -0.022 0.042 -0.322
C 0.08064 -4.33386 0.02349 0.091 -0.151 -0.020 -0.555
C -1.10381 -3.92065 0.58582 -0.152 -0.023 0.109 0.110
F -1.77388 -4.74387 1.39939 0.030 -0.024 0.015 -0.316
C -1.64606 -2.66660 0.36808 0.029 0.055 0.104 0.456
F -2.77928 -2.38378 1.04069 -0.054 -0.026 0.052 -0.374
H -3.66943 -0.53262 -4.52213 -0.016 0.005 0.023 0.493
H -2.12422 -0.44959 -3.70295 -0.023 0.027 -0.018 0.149
H -3.55861 -0.99125 -2.82958 0.030 0.044 -0.022 0.199
H -3.27779 1.77949 -4.09931 0.022 0.031 -0.028 0.307
H -4.59932 1.28369 -3.06128 -0.081 -0.051 -0.034 0.324
H -4.05441 3.44587 -2.24835 0.007 0.029 -0.034 0.346
H -2.74236 3.59447 -1.09521 0.035 0.037 0.004 0.326
H -1.06552 3.81984 -2.92349 -0.061 -0.013 0.036 0.219
H -2.34296 5.01450 -3.07851 -0.002 -0.048 -0.006 0.410
H -2.32440 3.61898 -4.14386 -0.028 -0.001 0.047 0.336
H -2.95455 1.95459 -0.02445 0.012 -0.020 0.054 0.394
H -4.41924 1.30390 -0.75540 -0.006 0.013 0.002 0.186
H -3.05302 -0.19581 0.70894 0.021 -0.018 0.049 0.466
H -3.57183 -0.89156 -0.79767 -0.007 -0.060 -0.041 0.692
H 0.48616 -5.31929 0.20164 -0.015 0.040 -0.003 0.550
S -3.52957 0.55617 4.04341 -0.198 0.117 -0.229 -0.062
C -4.19308 0.15468 5.56103 -0.043 -0.019 0.016 -0.440
C -3.24184 -0.30337 6.41760 0.225 -0.016 0.006 -0.596
C -1.94694 -0.31951 5.82591 -0.089 -0.080 0.368 -0.561
C -1.94666 0.12632 4.53870 0.395 0.003 -0.305 0.283
C -0.78994 0.22761 3.62780 -0.499 0.109 0.104 0.413
C -0.82548 1.06327 2.51065 0.259 0.045 -0.227 -0.327
N 0.17802 1.17167 1.63374 -0.143 -0.072 0.075 -0.071
C 1.29741 0.39134 1.76549 -0.259 0.287 -0.400 -0.418
C 1.43807 -0.37933 2.92408 0.111 -0.239 0.240 1.242
C 2.65843 -1.10655 3.16637 -0.231 0.040 0.102 -1.210
C 3.65965 -1.07315 2.27722 0.113 0.118 -0.280 -1.040
C 3.50141 -0.37038 1.02756 0.245 -0.230 0.166 1.053
C 4.49442 -0.41878 0.04044 0.170 -0.210 0.305 -0.720
C 4.30441 0.18689 -1.17182 0.164 0.177 -0.492 0.861
C 3.05594 0.81543 -1.37013 -0.020 0.014 -0.067 -1.001
N 2.10012 0.87042 -0.47313 0.160 -0.206 0.113 0.176
C 2.32219 0.32148 0.73919 -0.333 0.145 0.111 -0.359
C 5.33369 0.16290 -2.22801 -0.333 0.017 0.362 0.347
C 6.64365 -0.19325 -2.09788 0.383 -0.076 -0.049 -0.415
C 7.36802 -0.10919 -3.32019 -0.053 -0.019 0.195 -0.592
C 6.58575 0.31274 -4.35101 0.089 -0.033 -0.025 -0.406
S 4.98597 0.60124 -3.84749 -0.231 0.102 -0.236 -0.141
C 0.38315 -0.45107 3.83910 0.234 -0.240 0.141 -0.633
H -5.25112 0.27376 5.73961 0.070 -0.010 -0.022 0.439
H -3.44903 -0.61038 7.43316 0.020 0.013 -0.058 0.402
H -1.05316 -0.63008 6.35263 -0.080 0.018 -0.018 0.399
H -1.67287 1.70790 2.31893 0.000 0.003 0.047 0.580
H 2.74541 -1.66920 4.08846 -0.023 0.039 -0.043 0.445
H 4.58740 -1.59898 2.46684 -0.017 0.014 -0.053 0.452
H 5.41088 -0.95992 0.24951 -0.075 0.008 -0.013 0.374
H 2.84418 1.28352 -2.32882 -0.034 -0.022 0.030 0.399
H 7.09154 -0.49458 -1.15835 -0.018 0.037 -0.109 0.345
H 8.41793 -0.34682 -3.42311 -0.073 0.015 0.018 0.384
H 6.86538 0.46378 -5.38289 -0.022 -0.006 0.073 0.430
H 0.49750 -1.08289 4.71301 0.006 0.015 -0.054 0.414
Te -0.08099 2.90040 0.35121 0.053 0.135 0.228 -0.112
```
Forces are in eV/Å.

The value obtained for the maximum force is 0.59 eV/Å. Its LUMO energy is -3.58 eV. The calculation puts the highest occupied orbital energy at -10.11 eV. The net charge is +1.


Entry 3:
A structure of composition C31H49BrN2OP2Pb at a distorted geometry. Source: the OMol25 dataset; level of theory: ωB97M-V with the def2-TZVPD basis set.

```
87
Properties=species:S:1:pos:R:3:forces:R:3:mulliken_charge:R:1
C -0.17863 5.88580 -4.79982 0.024 0.055 -0.104 -0.403
C -1.46031 5.94652 -4.21229 0.008 0.407 -0.686 0.846
C -2.46214 6.67994 -4.87720 0.248 0.129 -0.200 -0.396
C -2.12411 7.35156 -6.06751 0.387 -0.595 0.603 -0.398
N -0.88916 7.31305 -6.57434 0.047 0.304 -0.222 -0.531
C 0.07135 6.60999 -5.97268 -0.696 -0.359 0.492 -0.381
C -1.67717 5.23438 -2.95289 1.050 -2.253 -1.516 -0.575
C -1.44145 4.11446 -2.33581 0.369 0.055 -2.859 -0.631
C -1.10511 2.71778 -2.13885 -0.248 -1.205 -0.050 0.679
C 0.15544 2.10678 -2.35035 0.012 0.829 0.319 -0.683
C 0.51212 0.96319 -1.63621 -0.428 -0.399 0.067 -0.189
C -0.43765 0.33836 -0.81599 -0.582 1.306 -0.915 -0.306
C -1.76955 0.79618 -0.79906 0.390 -0.444 -0.642 -0.475
C -2.11678 1.91050 -1.56005 0.413 0.069 0.367 -0.203
Pb -2.22208 5.46935 -0.83411 -0.507 2.360 2.608 0.586
P -1.80296 -2.70175 -1.78544 -0.400 -1.438 -1.179 0.431
H -3.49456 6.71118 -4.52710 0.344 0.042 0.104 0.409
H 0.61360 5.25952 -4.38484 -0.259 0.317 0.097 0.334
H -2.87094 7.93673 -6.61723 0.327 -0.286 0.227 0.373
H 1.06829 6.58777 -6.43172 -0.515 0.090 0.124 0.369
H -3.16234 2.18809 -1.71547 0.435 0.137 0.515 0.716
H 0.86573 2.55246 -3.05698 -0.126 0.034 0.661 0.502
H -2.51233 0.25267 -0.21235 0.154 0.077 -0.341 0.752
H 1.52884 0.58270 -1.67057 -0.207 0.080 -0.119 0.356
C -2.37337 -4.09109 -0.73998 0.169 0.323 0.785 -0.528
C -3.71204 -4.74448 -1.07601 -0.328 -0.104 -0.167 -1.343
H -2.42178 -3.65606 0.27167 0.016 -0.341 -0.121 0.421
H -1.56944 -4.84258 -0.73081 -0.084 0.327 -0.004 0.505
H -3.91180 -5.54711 -0.35714 0.116 0.184 -0.096 0.397
H -4.54530 -4.03846 -1.00305 0.145 -0.092 -0.047 0.366
H -3.72518 -5.20078 -2.07175 0.053 0.147 0.134 0.321
C -3.20749 -2.07717 -2.76602 -0.262 0.630 0.374 -0.498
C -2.83282 -1.24644 -3.99607 -0.056 0.149 -0.205 -1.402
H -3.79184 -1.45901 -2.06194 0.043 -0.247 -0.235 0.449
H -3.84319 -2.92355 -3.04761 0.128 -0.026 0.151 0.580
H -3.68245 -0.60626 -4.26574 0.220 -0.173 0.034 0.380
H -1.97401 -0.59112 -3.81834 -0.082 -0.062 0.002 0.268
H -2.61947 -1.87706 -4.86701 0.062 0.103 0.256 0.349
C -0.60403 -3.42895 -2.94968 0.754 0.715 0.135 -0.608
C -1.09447 -4.57721 -3.82065 -0.307 -0.296 -0.148 -1.200
H 0.24783 -3.75044 -2.33620 -0.099 0.050 -0.086 0.498
H -0.22651 -2.60744 -3.57380 -0.072 -0.100 0.109 0.380
H -0.32074 -4.83295 -4.55177 -0.076 0.093 0.162 0.389
H -1.28679 -5.47568 -3.23168 -0.063 0.062 -0.023 0.311
H -1.99835 -4.33019 -4.38546 0.088 0.007 0.107 0.296
Br -0.03505 -1.23258 0.10341 0.168 -0.303 0.446 0.032
P -4.23899 3.97589 0.74869 -1.733 -1.143 1.883 0.110
C -4.74749 2.28337 0.22877 -0.041 -0.426 -0.193 0.482
C -5.92508 1.66268 0.98951 -0.064 -0.105 -0.017 -1.431
H -3.86552 1.63524 0.32805 -0.389 0.197 0.083 -0.545
H -4.99584 2.30076 -0.84262 -0.007 0.020 0.152 0.463
H -6.16461 0.68434 0.55236 0.032 0.170 0.109 0.378
H -5.68422 1.50415 2.04467 -0.076 0.120 -0.122 0.318
H -6.82997 2.27498 0.92346 0.202 -0.059 0.091 0.332
C -2.53102 3.57889 1.44493 1.081 0.540 -0.088 -0.048
C -2.64495 3.14145 2.91765 -0.281 0.181 -0.150 -1.462
H -1.88007 4.47103 1.46728 -0.199 -0.408 0.030 0.352
H -2.05194 2.81160 0.81466 -0.079 0.311 0.276 0.145
H -1.63949 2.90864 3.28973 -0.200 -0.037 -0.125 0.419
H -3.04106 3.97493 3.50910 0.018 -0.268 -0.076 0.414
H -3.29076 2.26946 3.06374 0.102 0.135 -0.081 0.306
C -5.09254 4.96322 -0.58919 0.557 0.701 -1.045 -0.395
C -6.61212 5.04977 -0.32708 0.030 -0.314 0.255 -1.354
H -4.89661 4.47179 -1.56517 -0.194 0.462 0.205 0.435
H -4.72314 6.00461 -0.61008 -0.187 -0.321 -0.055 0.366
H -7.05314 5.84740 -0.92992 0.187 -0.106 -0.074 0.426
H -7.13119 4.11820 -0.57929 0.200 0.149 0.080 0.266
H -6.81361 5.28637 0.72027 0.080 -0.060 -0.078 0.401
O 2.71064 1.10165 0.33046 -0.313 -0.330 -0.336 -0.662
C 3.23426 0.17474 0.93862 0.522 0.096 0.938 0.383
C 3.37981 -1.23764 0.38885 -0.141 0.303 -0.238 -0.231
C 4.83136 -1.64293 0.13274 0.214 -0.176 -0.076 -0.822
C 5.55168 -2.15749 1.38019 0.053 0.063 -0.302 -0.676
C 5.73673 -1.10366 2.46028 0.017 0.036 0.318 -0.603
C 4.42674 -0.56660 3.04675 0.075 -0.111 -0.084 -0.694
N 3.75693 0.39847 2.18125 -0.525 0.070 -0.305 -0.120
H 2.90393 -1.95217 1.07390 0.083 0.086 -0.025 0.535
H 2.82988 -1.27553 -0.55532 0.028 0.123 0.153 -0.007
H 4.82573 -2.43338 -0.62971 0.064 0.145 0.171 0.377
H 5.37882 -0.79348 -0.29996 -0.090 -0.158 0.060 0.336
H 4.98085 -3.00053 1.78836 0.110 -0.012 -0.017 0.282
H 6.53443 -2.53611 1.07680 -0.157 -0.023 0.121 0.333
H 6.29547 -1.54356 3.29124 0.044 0.008 -0.083 0.335
H 6.33905 -0.27489 2.07047 -0.109 -0.015 0.109 0.314
H 3.75399 -1.41488 3.25876 0.152 0.215 0.082 0.255
H 4.63062 -0.05326 3.99592 -0.115 -0.165 -0.297 0.428
H 3.51616 1.30988 2.55914 0.276 -0.248 -0.167 0.312
```
Forces are in eV/Å.

The value obtained for the maximum force is 3.55 eV/Å. Its LUMO energy (spin up / spin down) is -7.53 / -7.65 eV. The calculation puts the highest occupied orbital energy (spin up / spin down) at -12.82 / -12.78 eV. The net charge is +2.